Record 1
Computed, not measured: a molecular structure, C28H31IN2OPbS4, with wB97M-V/def2-TZVPD.

CARTESIAN COORDINATES (ANGSTROEM)
Pb 1.60413 0.17845 0.13081
C -2.06459 -1.49580 0.76309
C -1.48663 -2.87262 0.42494
C -1.80365 -3.22567 -1.02614
C -0.00650 -2.93788 0.75966
C 0.39649 -2.81681 2.09276
C 1.72934 -2.89623 2.45661
C 2.72369 -3.12292 1.50375
C 4.16998 -3.23771 1.90961
C 2.32732 -3.24663 0.17969
C 0.98748 -3.14633 -0.19008
H -3.13083 -1.46722 0.52974
H -1.57870 -0.71107 0.17587
H -1.94105 -1.25046 1.82040
H -1.97932 -3.61081 1.06645
H -1.42033 -2.45658 -1.70535
H -2.88518 -3.28141 -1.16700
H -1.37667 -4.19091 -1.30776
H -0.35677 -2.67004 2.86044
H 2.00768 -2.79225 3.50119
H 4.79606 -3.53026 1.06637
H 4.29411 -3.97963 2.70119
H 4.54298 -2.28487 2.29062
H 3.07226 -3.43959 -0.58541
H 0.73134 -3.25334 -1.23785
S 3.37204 1.46831 -4.01859
C 2.56104 1.14691 -2.63680
S 1.66812 -0.36533 -2.41921
S 2.53924 2.22938 -1.26388
O -0.66113 1.32772 -0.29607
S -0.83475 2.43773 -1.30524
C -2.63987 2.58462 -1.50479
C -3.22970 1.23230 -1.80640
C -2.75281 0.46196 -2.86795
C -3.29586 -0.78569 -3.13023
C -4.32613 -1.27806 -2.33702
C -4.79781 -0.52166 -1.27529
C -4.24361 0.72306 -1.00510
C -0.53799 4.02684 -0.40811
C -1.16812 4.06995 0.94742
C -2.35858 4.76188 1.16407
C -2.97689 4.73917 2.40629
C -2.41766 4.00968 3.44663
C -1.22722 3.32418 3.24425
C -0.60346 3.36262 2.00642
H -2.76978 3.27861 -2.34061
H -3.06407 3.00678 -0.59708
H -1.94216 0.83911 -3.48544
H -2.91314 -1.37604 -3.95440
H -4.75375 -2.25100 -2.54701
H -5.59046 -0.90536 -0.64374
H -4.60361 1.30598 -0.16419
H -0.90283 4.81094 -1.07448
H 0.54953 4.07446 -0.36661
H -2.79954 5.33388 0.35439
H -3.89604 5.29073 2.56270
H -2.90317 3.98504 4.41394
H -0.78327 2.75522 4.05198
H 0.33473 2.84260 1.85880
I 8.34081 0.13729 0.54712
C 6.41847 -0.27490 -0.07883
C 6.02716 -0.84181 -1.26991
N 4.68646 -0.90747 -1.23198
N 4.18068 -0.40366 -0.10213
C 5.22649 -0.00737 0.61000
H 6.60119 -1.19025 -2.11246
H 4.03555 -1.16748 -1.96551
H 5.09921 0.44768 1.58143

Values from the calculation:
Energy: -3353.649104 Ha
Lowest unoccupied orbital energy: 0.27 eV
Total charge: 0

=====

Record 2
Computed, not measured: a molecular structure, C28H31IN4NaOPS, with wB97M-V/def2-TZVPD.

CARTESIAN COORDINATES (ANGSTROEM)
Na -0.26495 0.06385 0.35906
C 5.96142 0.98874 0.10334
C 5.25529 -0.32822 0.39002
N 4.38529 -0.27832 1.55968
C 4.99256 -0.55925 2.86220
C 5.34048 0.69913 3.64784
C 3.07581 0.04714 1.49382
S 2.42186 0.47740 -0.06010
N 2.44347 0.09625 2.66690
C 1.17665 -0.24756 2.87258
O 0.42108 -0.87771 2.10590
C 0.63923 0.13787 4.22580
C 1.48675 0.49989 5.26704
C 0.96917 0.85623 6.50182
C -0.40401 0.86686 6.70308
C -1.25565 0.51054 5.66674
C -0.73565 0.13986 4.43635
H 6.55665 0.90651 -0.80736
H 6.63205 1.27316 0.91427
H 5.22847 1.78131 -0.03956
H 5.98168 -1.12408 0.56481
H 4.64961 -0.61577 -0.46583
H 5.89209 -1.14745 2.67693
H 4.30387 -1.17586 3.43806
H 6.04980 1.32798 3.11053
H 5.79367 0.42268 4.60169
H 4.44348 1.28273 3.84341
H 2.55368 0.49311 5.09274
H 1.63632 1.12740 7.31026
H -0.81048 1.15173 7.66530
H -2.32761 0.52161 5.82026
H -1.38598 -0.15414 3.62264
I -1.81237 6.50109 0.68421
C -0.86348 4.68542 0.50589
C 0.49492 4.45507 0.44215
N 0.64922 3.12789 0.32460
N -0.51951 2.48264 0.30986
C -1.44980 3.41301 0.42333
H 1.33504 5.12644 0.47433
H 1.49590 2.55344 0.27225
H -2.49266 3.14396 0.44467
C -5.04904 -0.16111 -0.05663
P -3.20544 -0.06197 -0.04123
C -2.75682 0.30024 -1.77005
C -3.56295 1.11245 -2.56245
C -3.12482 1.56942 -3.79671
C -1.86366 1.23708 -4.26200
C -1.03605 0.45015 -3.47454
C -1.47549 -0.00533 -2.24394
C -2.76731 -1.81488 0.25195
C -2.87259 -2.21588 1.58471
C -2.54329 -3.50379 1.96808
C -2.08406 -4.41039 1.02387
C -1.98060 -4.02542 -0.30363
C -2.32310 -2.73727 -0.69035
H -5.47825 0.61767 0.57116
H -5.34807 -1.13174 0.33568
H -5.45948 -0.07030 -1.06283
H -4.54577 1.41250 -2.21994
H -3.77587 2.19742 -4.39078
H -1.52402 1.59608 -5.22397
H -0.04092 0.18943 -3.81086
H -0.79290 -0.62092 -1.66894
H -3.19844 -1.50569 2.33721
H -2.62337 -3.79097 3.00804
H -1.80630 -5.41152 1.32530
H -1.63566 -4.72937 -1.05009
H -2.28092 -2.47307 -1.73806

Values from the calculation:
ΔE to the lowest compared entry with this formula, charge and spin: 19.0 kJ/mol
Energy: -2579.442234 Ha
Lowest unoccupied orbital energy: 0.28 eV
Total charge: 0

=====

Record 3
Computed, not measured: a gas-phase ion, C28H31N2O6 (charge -1), with wB97M-V/def2-TZVPD.

CARTESIAN COORDINATES (ANGSTROEM)
C 1.79621 2.87612 2.60693
C 1.90768 1.66825 3.50576
C 2.79089 2.02395 4.71077
O 0.61721 1.26672 4.03838
C -0.17335 0.55207 3.16646
O -1.13279 -0.04286 3.64592
C 0.32557 0.46685 1.76440
C -0.55904 0.45407 0.57167
C 0.17413 -0.31440 -0.61344
C 1.34966 0.29949 -1.07983
C 2.08337 -0.20842 -2.15278
C 1.67661 -1.43441 -2.72059
N 2.37113 -1.92902 -3.79800
C 3.33052 -1.13590 -4.54455
C 4.14630 -0.25139 -3.62250
C 3.24448 0.54379 -2.65312
C 1.92164 -3.09770 -4.53442
C 1.33506 -4.12707 -3.59022
C 0.24837 -3.50012 -2.70353
C 0.59542 -2.16671 -2.17049
C -0.15800 -1.58506 -1.12610
C 1.67690 -0.07178 1.91404
O 2.15435 -1.03879 1.37817
O 2.45946 0.55436 2.85303
H 1.15152 2.68408 1.74148
H 1.39597 3.71687 3.19314
H 2.79647 3.16905 2.25253
H 2.88903 1.16757 5.39052
H 3.79172 2.31991 4.36066
H 2.33807 2.87039 5.24956
H -0.74378 1.44573 0.23524
H 1.73338 1.22072 -0.60809
H 3.99453 -1.81927 -5.10062
H 2.82055 -0.50934 -5.30077
H 4.84891 -0.87447 -3.04556
H 4.76327 0.43164 -4.22252
H 2.92075 1.46054 -3.17076
H 3.87747 0.87267 -1.81791
H 1.17095 -2.81597 -5.29976
H 2.77819 -3.51896 -5.08744
H 0.93238 -4.96225 -4.17396
H 2.13171 -4.53926 -2.95365
H -0.68526 -3.44729 -3.28271
H 0.05081 -4.19335 -1.87838
H -1.00016 -2.17255 -0.68657
C -3.76759 0.87709 5.23108
C -3.64618 1.73920 3.99502
O -3.39744 0.84686 2.80671
C -2.44866 1.32023 1.97549
C -1.88849 0.29450 0.85476
C -3.03714 0.33461 -0.22863
C -3.59811 1.54597 -0.66653
C -4.38179 1.56422 -1.84280
N -4.75728 0.47042 -2.50682
C -4.47802 -0.69037 -1.90933
C -3.68656 -0.82657 -0.73521
O -1.97315 2.43964 2.10073
H -3.83062 1.55481 6.11100
H -4.69032 0.25672 5.19321
H -2.84456 0.26171 5.29745
H -4.54360 2.37507 3.86763
H -2.76296 2.38681 4.07145
H -1.97654 -0.69626 1.27229
H -3.38756 2.54155 -0.22832
H -4.64802 2.48635 -2.36159
H -4.83416 -1.52011 -2.53116
H -3.55949 -1.87089 -0.40684

Values from the calculation:
SMILES string: CCOC(=O)[C@@H](c1ccncc1)[C@@H](C1=C([O-])OC(C)(C)OC1=O)c1cc2c3c(c1)CCCN3CCC2
ΔE to the lowest compared entry with this formula, charge and spin: 13.5 kJ/mol
Energy: -1646.535262 Ha
Lowest unoccupied orbital energy: 2.70 eV
Total charge: -1

=====

Record 4
Computed, not measured: a molecular structure, C28H31N3NiO2PSeSi, with wB97M-V/def2-TZVPD.

CARTESIAN COORDINATES (ANGSTROEM)
Ni -0.79409 -0.70804 -0.14278
O -3.02141 -1.94143 -1.46257
N -1.63204 -1.86308 -1.47364
C -1.21129 -2.49480 -2.50014
C 0.15723 -2.76088 -2.89531
C 0.30464 -3.68439 -3.93857
C 1.55768 -4.04432 -4.39066
C 2.68351 -3.47907 -3.80643
C 2.54471 -2.56232 -2.77961
C 1.28940 -2.18525 -2.31076
P 1.21199 -0.96635 -0.95046
C 1.90423 0.51015 -1.73804
C 2.43328 1.52635 -0.94386
C 2.95192 2.66929 -1.52748
C 2.92245 2.81929 -2.90663
C 2.37349 1.82203 -3.70195
C 1.86952 0.66831 -3.12438
C 2.43656 -1.66647 0.18570
C 2.02471 -2.72292 0.99558
C 2.92538 -3.33327 1.85018
C 4.23914 -2.88922 1.90681
C 4.65347 -1.84048 1.09985
C 3.75624 -1.22934 0.23592
H -3.28678 -1.55826 -0.61868
H -1.98255 -2.93723 -3.12541
H -0.57719 -4.12321 -4.38867
H 1.65735 -4.76219 -5.19328
H 3.67202 -3.75261 -4.15081
H 3.43170 -2.13163 -2.33195
H 2.43752 1.39937 0.13277
H 3.37688 3.44775 -0.90649
H 3.32610 3.71490 -3.36043
H 2.34346 1.93816 -4.77742
H 1.45779 -0.10237 -3.76262
H 0.99568 -3.06528 0.96920
H 2.60152 -4.15120 2.48024
H 4.93945 -3.36218 2.58251
H 5.67790 -1.49456 1.14024
H 4.09030 -0.41492 -0.39344
C 0.99126 2.45140 3.90510
Si -0.05458 2.41506 2.33978
C -1.87746 2.71577 2.73987
C 0.51484 3.76981 1.16216
Se 0.26897 0.21658 1.70606
H 0.95719 3.44585 4.35653
H 2.03396 2.21517 3.68681
H 0.63046 1.73360 4.64310
H -2.03519 3.69613 3.19660
H -2.24897 1.95789 3.43180
H -2.47770 2.68090 1.83218
H 0.33775 4.73054 1.65429
H -0.04153 3.76976 0.22186
H 1.57892 3.71413 0.94173
N -6.85969 2.18186 1.95279
C -6.03577 1.34050 2.61487
O -6.21075 1.00233 3.76542
C -4.83774 0.81073 1.85660
C -4.11459 -0.20521 2.46928
C -2.98802 -0.70175 1.84918
N -2.56510 -0.24886 0.65967
C -3.26783 0.72229 0.06120
C -4.40128 1.27715 0.62366
H -7.66082 2.53537 2.44782
H -6.74672 2.42532 0.98822
H -4.43581 -0.58356 3.42916
H -2.39024 -1.47947 2.30389
H -2.90706 1.04742 -0.90637
H -4.89839 2.07496 0.09020

Values from the calculation:
ΔE to the lowest compared entry with this formula, charge and spin: 0.0 kJ/mol
Energy: -5940.788926 Ha
Lowest unoccupied orbital energy: -3.23 eV
Total charge: +1

=====

Record 5
Computed, not measured: a single C28H31N3O3 molecule, with wB97M-V/def2-TZVPD.

CARTESIAN COORDINATES (ANGSTROEM)
C -10.35882 -0.77298 -1.27663
H -9.94691 -1.73541 -1.57156
H -11.44430 -0.83831 -1.29559
H -10.04236 -0.02890 -2.00425
C -9.86850 -0.39168 0.12178
C -8.36957 -0.30483 0.14779
C -7.72126 0.88670 -0.15304
C -6.34304 0.95843 -0.16950
C -5.57482 -0.16896 0.11419
C -6.21407 -1.36742 0.41392
C -7.59488 -1.42324 0.42633
H -8.08003 -2.35937 0.66241
H -5.62841 -2.24364 0.63427
N -4.18276 -0.02905 0.09143
C -3.22225 -0.97134 0.29849
O -3.43564 -2.14796 0.50958
C -1.82655 -0.43192 0.22398
C -1.49724 0.86874 0.60032
C -0.17328 1.25344 0.51549
C 0.81223 0.37801 0.06370
C 0.49786 -0.91958 -0.28633
C -0.82831 -1.31181 -0.19667
H -1.12009 -2.31981 -0.45048
H 1.26125 -1.60953 -0.61352
C 2.14925 1.07086 0.11802
N 3.10086 0.44201 1.00147
C 3.99012 -0.54540 0.59832
C 4.47906 -0.64914 -0.70285
C 5.42417 -1.60657 -1.01909
C 5.91124 -2.49016 -0.06628
C 5.42343 -2.38346 1.23006
C 4.47833 -1.43409 1.55829
H 4.10733 -1.37100 2.57226
H 5.78216 -3.05972 1.99293
C 6.97000 -3.49751 -0.41244
C 8.36499 -2.91341 -0.18028
H 8.51187 -2.02956 -0.79717
H 8.48549 -2.62579 0.86182
H 9.13150 -3.64343 -0.43035
H 6.84735 -4.38999 0.20479
H 6.87328 -3.79146 -1.45963
H 5.78705 -1.66840 -2.03539
H 4.13288 0.01722 -1.47737
H 2.72495 0.28703 1.92894
N 1.78962 2.38116 0.62801
C 0.45797 2.55167 0.85546
O -0.06606 3.56955 1.25507
C 2.76267 3.42960 0.77511
C 3.22790 3.98378 -0.58158
O 3.96292 3.07277 -1.36464
C 5.28062 2.84367 -0.92237
H 5.30927 2.26254 0.00521
H 5.81376 3.78954 -0.77173
H 5.77241 2.27427 -1.70886
H 3.81898 4.89445 -0.40620
H 2.35134 4.23978 -1.18265
H 2.27973 4.23261 1.33665
H 3.61601 3.04693 1.34266
H 2.60373 1.17439 -0.87398
H -2.22472 1.56746 0.98663
H -3.86473 0.90379 -0.13306
H -5.85438 1.89531 -0.40143
H -8.30232 1.77086 -0.37321
H -10.20778 -1.14225 0.83838
H -10.30053 0.57054 0.40442

Values from the calculation:
SMILES string: CCc1ccc(NC(=O)c2ccc3c(c2)C(=O)N(CCOC)[C@H]3Nc2ccc(CC)cc2)cc1
ΔE to the lowest compared entry with this formula, charge and spin: 4.9 kJ/mol
Energy: -1475.616818 Ha
Lowest unoccupied orbital energy: 0.41 eV
Total charge: 0

=====

Record 6
Computed, not measured: a single C28H31N5O molecule, with wB97M-V/def2-TZVPD.

CARTESIAN COORDINATES (ANGSTROEM)
C 1.07102 -4.11518 -2.47977
C -0.17990 -3.31713 -2.49526
N -1.30389 -3.91505 -2.82394
C -2.31299 -3.00275 -2.69965
C -3.68420 -3.52984 -2.82676
C -1.74747 -1.76229 -2.35992
N -0.39387 -1.99234 -2.14798
H 1.97280 -3.51037 -2.44547
H 1.03255 -4.77748 -1.60884
H 1.06456 -4.75070 -3.37418
H -4.44638 -2.74726 -2.89606
H -3.71687 -4.17405 -3.71780
H -3.89443 -4.17034 -1.95416
H -2.22506 -0.80371 -2.26743
C 0.47728 4.42038 2.72855
N 0.45974 3.02221 2.36069
C 0.53192 2.06086 3.32896
O 0.63018 2.26037 4.53706
C 0.49479 0.71809 2.61193
C -0.67532 -0.18933 3.04960
C -0.72055 -0.47848 4.53236
C -1.88361 -0.21228 5.26255
C -1.88341 -0.37452 6.65138
C -0.76191 -0.91088 7.29315
C 0.37993 -1.23938 6.54942
C 0.39563 -1.03044 5.16519
N 0.42666 1.08254 1.19229
C 0.48186 0.04867 0.28148
C 0.33653 0.12995 -1.05491
C 0.62012 -0.95427 -2.06610
C 0.89623 -0.43977 -3.49630
C 1.25680 -1.36831 -4.48120
C 1.38233 -0.97545 -5.81969
C 1.33363 0.38949 -6.13630
C 1.77211 0.79947 -7.42723
N 2.21946 1.07630 -8.47194
C 0.96574 1.32198 -5.15820
C 0.72762 0.89622 -3.84432
C 0.52984 2.54276 0.97019
C -0.61875 3.16707 0.16943
C 1.84301 3.00915 0.32729
H 0.33544 4.49505 3.81190
H 1.42948 4.89746 2.45394
H -0.33761 4.94888 2.22035
H 1.44797 0.19106 2.81086
H -1.62245 0.27481 2.72270
H -0.56680 -1.14201 2.50349
H -2.76842 0.15498 4.73837
H -2.75919 -0.07318 7.22958
H -0.77358 -1.06904 8.37542
H 1.26454 -1.63946 7.04244
H 1.28019 -1.27779 4.57417
H 0.59770 -0.94578 0.75927
H 0.12074 1.10199 -1.48344
H 1.57922 -1.40093 -1.76228
H 1.37931 -2.42584 -4.23759
H 1.55927 -1.71931 -6.59963
H 0.85737 2.37661 -5.39400
H 0.33731 1.61853 -3.12627
H -1.57855 3.04162 0.68674
H -0.42671 4.24313 0.05523
H -0.68524 2.73611 -0.83182
H 2.67500 2.96325 1.04067
H 2.07460 2.39550 -0.54717
H 1.72672 4.05047 -0.00100

Values from the calculation:
SMILES string: Cc1cn([C@H](/C=C/N2[C@H](Cc3ccccc3)C(=O)N(C)C2(C)C)c2ccc(C#N)cc2)c(C)n1
ΔE to the lowest compared entry with this formula, charge and spin: 114.9 kJ/mol
Energy: -1434.573383 Ha
Lowest unoccupied orbital energy: 0.13 eV
Total charge: 0

=====

Number 1: strongest force on any atom 0.0053 Eh/bohr, M 873.941 g mol⁻¹. Number 2: strongest force on any atom 0.0069 Eh/bohr, M 652.518 g mol⁻¹. Number 3: strongest force on any atom 0.1840 Eh/bohr, M 491.564 g mol⁻¹. Number 4: strongest force on any atom 0.0087 Eh/bohr, M 638.288 g mol⁻¹. Number 5: strongest force on any atom 0.0125 Eh/bohr, M 457.574 g mol⁻¹. Number 6: strongest force on any atom 0.0555 Eh/bohr, M 453.590 g mol⁻¹.